[1]
Density functional theory data (ωB97M-V with the def2-TZVPD basis set) for 4 unconnected molecules or ions with the total composition C3H13NO3.

Values from the calculation:
Spin multiplicity   2
Total charge   -1
E_LUMO (alpha / beta)   3.6 / 3.5 eV
Relative energy (zero: lowest compared OMol25 entry of this formula, charge and spin)   72.58 kJ/mol

Each atom is followed by the atoms it is bonded to, with distances in Å.
Cartesian coordinates (Å):
1 C -0.169 -0.176 2.732  C2 1.544, H5 1.091, H6 1.095, H7 1.078
2 C -0.846 0.473 1.505  C1 1.544, N4 1.420, H8 1.104, H9 1.111
3 C -1.324 0.121 -0.744  N4 1.350, H10 1.107, H11 1.086
4 N -1.022 -0.451 0.442  C2 1.420, C3 1.350
5 H -0.117 -1.258 2.600  C1 1.091
6 H -0.741 0.085 3.629  C1 1.095
7 H 0.817 0.205 2.947  C1 1.078
8 H -1.837 0.810 1.854  C2 1.104
9 H -0.223 1.334 1.183  C2 1.111
10 H -0.730 1.015 -1.013  C3 1.107
11 H -1.721 -0.502 -1.540  C3 1.086
12 H -2.173 -2.857 -4.321  O14 0.964
13 H -1.755 -4.127 -3.661  O14 0.952
14 O -1.825 -3.732 -4.525  H12 0.964, H13 0.952
15 H 1.715 0.081 1.011  O17 0.967
16 H 3.135 -0.151 0.453  O17 0.960
17 O 2.447 0.512 0.548  H15 0.967, H16 0.960
18 H 1.990 2.194 -0.688  O20 0.972
19 H 2.345 3.608 -0.979  O20 0.965
20 O 2.034 2.816 -1.434  H18 0.972, H19 0.965

---

[2]
Density functional theory data (ωB97M-V with the def2-TZVPD basis set) for 4 unconnected molecules or ions with the total composition C3H13NO3 at a distorted geometry.

Values from the calculation:
SMILES   C=CCN.O.O.O
Total charge   0
E_LUMO   0.6 eV
Relative energy (zero: lowest compared OMol25 entry of this formula, charge and spin)   113.49 kJ/mol

Each atom is followed by the atoms it is bonded to, with distances in Å.
Cartesian coordinates (Å):
1 C 0.660 1.779 1.068  C2 1.331, H5 1.082, H6 1.076
2 C -0.013 0.636 1.173  C1 1.331, C3 1.515, H7 1.081
3 C -1.519 0.597 1.330  C2 1.515, N4 1.486, H8 1.086, H9 1.097
4 N -2.139 0.184 0.044  C3 1.486, H10 1.013, H11 1.020
5 H 1.689 1.694 0.743  C1 1.082
6 H 0.235 2.759 1.200  C1 1.076
7 H 0.370 -0.339 0.904  C2 1.081
8 H -1.763 -0.198 2.029  C3 1.086
9 H -1.892 1.515 1.802  C3 1.097
10 H -3.140 0.250 0.185  N4 1.013
11 H -1.877 0.951 -0.575  N4 1.020
12 O 3.079 1.405 -1.456  H13 0.958, H14 0.949
13 H 2.305 0.930 -1.152  O12 0.958
14 H 3.208 1.089 -2.342  O12 0.949
15 O 0.566 -2.569 0.630  H16 0.970, H17 0.975
16 H 0.924 -3.295 0.096  O15 0.970
17 H -0.069 -2.237 -0.032  O15 0.975
18 O -0.852 -1.408 -1.778  H19 0.940, H20 0.993
19 H -0.738 -0.838 -2.517  O18 0.940
20 H -1.496 -0.895 -1.222  O18 0.993

---

[3]
Density functional theory data (ωB97M-V with the def2-TZVPD basis set) for 3 unconnected molecules or ions with the total composition C3H13NO3S at a distorted geometry.

Values from the calculation:
SMILES   N[C@H](CO)CS.O.O
Total charge   0
E_LUMO   0.5 eV
Relative energy (zero: lowest compared OMol25 entry of this formula, charge and spin)   127.46 kJ/mol

Each atom is followed by the atoms it is bonded to, with distances in Å.
Cartesian coordinates (Å):
1 N -1.198 0.255 0.365  C2 1.489, H7 1.010, H8 1.001
2 C -0.630 1.379 -0.430  N1 1.489, C3 1.534, C5 1.560, H9 1.117
3 C -0.592 1.085 -1.936  C2 1.534, O4 1.407, H10 1.104, H11 1.083
4 O -1.645 1.724 -2.616  C3 1.407, H12 0.968
5 C 0.663 1.821 0.322  C2 1.560, S6 1.816, H13 1.090, H14 1.087
6 S 2.166 1.114 -0.413  C5 1.816, H15 1.311
7 H -2.021 -0.062 -0.127  N1 1.010
8 H -1.327 0.549 1.313  N1 1.001
9 H -1.256 2.304 -0.444  C2 1.117
10 H -0.666 -0.001 -2.121  C3 1.104
11 H 0.338 1.478 -2.328  C3 1.083
12 H -2.540 1.377 -2.494  O4 0.968
13 H 0.539 1.595 1.381  C5 1.090
14 H 0.612 2.901 0.208  C5 1.087
15 H 1.877 -0.163 -0.338  S6 1.311
16 O -2.336 -2.794 2.001  H17 0.944, H18 0.971
17 H -2.589 -2.356 2.798  O16 0.944
18 H -1.399 -2.539 1.979  O16 0.971
19 O 1.742 -4.015 2.288  H20 0.979, H21 0.968
20 H 2.236 -4.791 2.623  O19 0.979
21 H 1.849 -4.124 1.332  O19 0.968

---

[4]
Density functional theory data (ωB97M-V with the def2-TZVPD basis set) for 4 unconnected molecules or ions with the total composition C3H13NO4 at a distorted geometry.

Values from the calculation:
SMILES   NCCC=O.O.O.O
Total charge   0
E_LUMO   0.1 eV
Relative energy (zero: lowest compared OMol25 entry of this formula, charge and spin)   305.19 kJ/mol

Each atom is followed by the atoms it is bonded to, with distances in Å.
Cartesian coordinates (Å):
1 N -0.370 1.249 -0.744  C2 1.413, H6 1.024, H7 1.101
2 C 0.566 0.250 -1.093  N1 1.413, C3 1.631, H8 1.040, H9 1.144
3 C 0.937 -0.754 0.138  C2 1.631, C4 1.460, H10 1.178, H11 1.081
4 C 0.846 -2.190 -0.110  C3 1.460, O5 1.278, H12 1.062
5 O -0.009 -2.688 -0.919  C4 1.278
6 H -1.243 1.054 -1.242  N1 1.024
7 H -0.426 1.566 0.308  N1 1.101
8 H 0.429 -0.269 -1.984  C2 1.040
9 H 1.591 0.745 -1.209  C2 1.144
10 H 0.211 -0.630 1.058  C3 1.178
11 H 1.846 -0.597 0.701  C3 1.081
12 H 1.501 -2.836 0.421  C4 1.062
13 O -0.096 0.902 2.966  H14 0.958, H15 0.977
14 H 0.041 0.072 2.507  O13 0.958
15 H 0.410 0.830 3.799  O13 0.977
16 O -2.322 -1.373 -0.382  H17 0.947, H18 0.918
17 H -1.552 -1.899 -0.220  O16 0.947
18 H -2.607 -1.714 -1.185  O16 0.918
19 O 0.762 3.752 -0.470  H20 0.937, H21 0.980
20 H 0.231 3.159 -0.963  O19 0.937
21 H 1.386 3.198 0.044  O19 0.980

---

[5]
Density functional theory data (ωB97M-V with the def2-TZVPD basis set) for 3 unconnected molecules or ions with the total composition C3H13NO4 at a distorted geometry.

Values from the calculation:
SMILES   OCCNCO.O.O
Total charge   0
E_LUMO   0.6 eV
Relative energy (zero: lowest compared OMol25 entry of this formula, charge and spin)   183.41 kJ/mol

Each atom is followed by the atoms it is bonded to, with distances in Å.
Cartesian coordinates (Å):
1 O -0.438 -1.734 0.588  C2 1.433, H7 0.962
2 C -0.637 -1.262 -0.750  O1 1.433, C3 1.533, H8 1.102, H9 1.090
3 C 0.661 -0.637 -1.277  C2 1.533, N4 1.494, H10 1.113, H11 1.091
4 N 1.093 0.675 -0.708  C3 1.494, C5 1.508, H12 1.020
5 C 1.711 0.495 0.655  N4 1.508, O6 1.396, H13 1.079, H14 1.100
6 O 2.302 -0.741 0.927  C5 1.396, H15 0.969
7 H -0.556 -1.065 1.269  O1 0.962
8 H -0.898 -2.202 -1.262  C2 1.102
9 H -1.426 -0.512 -0.695  C2 1.090
10 H 1.373 -1.474 -1.100  C3 1.113
11 H 0.562 -0.606 -2.363  C3 1.091
12 H 1.809 1.043 -1.334  N4 1.020
13 H 2.551 1.170 0.715  C5 1.079
14 H 0.911 0.687 1.385  C5 1.100
15 H 1.647 -1.452 0.869  O6 0.969
16 O -1.720 1.799 -0.414  H17 0.971, H18 0.959
17 H -0.768 1.709 -0.248  O16 0.971
18 H -1.868 1.492 -1.311  O16 0.959
19 O -2.059 0.501 1.913  H20 0.961, H21 0.984
20 H -2.189 1.412 2.192  O19 0.961
21 H -2.060 0.704 0.949  O19 0.984

---

[6]
Density functional theory data (ωB97M-V with the def2-TZVPD basis set) for 4 unconnected molecules or ions with the total composition C3H13NO5 at a distorted geometry.

Values from the calculation:
Spin multiplicity   2
Total charge   -1
E_LUMO (alpha / beta)   3.6 / 3.5 eV

Each atom is followed by the atoms it is bonded to, with distances in Å.
Cartesian coordinates (Å):
1 O -1.378 0.092 0.524  C2 1.214
2 C -1.104 1.088 -0.113  O1 1.214, O3 1.367, C4 1.504
3 O -2.092 2.001 -0.359  C2 1.367, H7 0.987
4 C 0.269 1.595 -0.458  C2 1.504, C5 1.524, N6 1.532, H8 1.161
5 C 0.469 3.100 -0.324  C4 1.524, H9 1.142, H10 1.109, H11 1.119
6 N 1.322 0.639 0.112  C4 1.532, H12 1.049, H13 0.970
7 H -3.003 1.948 0.015  O3 0.987
8 H 0.433 1.430 -1.596  C4 1.161
9 H 0.164 3.535 0.686  C5 1.142
10 H 1.408 3.489 -0.768  C5 1.109
11 H -0.212 3.570 -1.077  C5 1.119
12 H 1.613 0.849 1.098  N6 1.049
13 H 1.142 -0.315 0.115  N6 0.970
14 H 1.264 -1.657 -1.048  O16 0.946
15 H 1.903 -2.765 -0.438  O16 0.899
16 O 1.469 -2.568 -1.200  H14 0.946, H15 0.899
17 H 0.394 -2.172 1.345  O19 1.023
18 H 1.682 -1.746 2.192  O19 1.001
19 O 1.406 -2.313 1.414  H17 1.023, H18 1.001
20 H -0.693 -2.512 -0.845  O22 1.066
21 H -1.263 -1.578 0.334  O22 0.884
22 O -0.891 -2.368 0.192  H20 1.066, H21 0.884

---

[7]
Density functional theory data (ωB97M-V with the def2-TZVPD basis set) for 4 unconnected molecules or ions with the total composition C3H13O3S at a distorted geometry.

Values from the calculation:
Total charge   -1
E_LUMO   3.7 eV
Relative energy (zero: lowest compared OMol25 entry of this formula, charge and spin)   47.61 kJ/mol

Each atom is followed by the atoms it is bonded to, with distances in Å.
Cartesian coordinates (Å):
1 C 1.264 3.561 0.371  C2 1.518, H5 1.101, H6 1.094, H7 1.097
2 C 1.546 2.376 -0.536  C1 1.518, C3 1.521, H8 1.079, H9 1.089
3 C 1.072 1.054 0.049  C2 1.521, S4 1.843, H10 1.097, H11 1.087
4 S -0.751 0.810 -0.075  C3 1.843
5 H 1.656 4.502 -0.045  C1 1.101
6 H 0.223 3.682 0.684  C1 1.094
7 H 1.847 3.458 1.294  C1 1.097
8 H 2.603 2.305 -0.742  C2 1.079
9 H 1.082 2.527 -1.510  C2 1.089
10 H 1.664 0.210 -0.324  C3 1.097
11 H 1.229 1.084 1.124  C3 1.087
12 H -3.589 -2.342 0.817  O14 0.960
13 H -2.279 -3.095 0.665  O14 0.972
14 O -3.242 -3.228 0.691  H12 0.960, H13 0.972
15 H -0.585 -1.214 0.297  O17 1.022
16 H 0.277 -2.466 0.565  O17 0.965
17 O -0.583 -2.100 0.806  H15 1.022, H16 0.965
18 H -1.422 -4.433 -1.241  O20 0.969
19 H -0.931 -2.994 -1.120  O20 0.967
20 O -1.077 -3.697 -1.769  H18 0.969, H19 0.967

---

[8]
Density functional theory data (ωB97M-V with the def2-TZVPD basis set) for 4 unconnected molecules or ions with the total composition C3H13O3S at a distorted geometry.

Values from the calculation:
Total charge   -1
E_LUMO   3.6 eV
Relative energy (zero: lowest compared OMol25 entry of this formula, charge and spin)   127.04 kJ/mol

Each atom is followed by the atoms it is bonded to, with distances in Å.
Cartesian coordinates (Å):
1 C 0.885 -1.801 0.504  C2 1.496, H5 1.136, H6 1.103, H7 1.084
2 C -0.354 -1.205 1.092  C1 1.496, C3 1.599, H8 1.073, H9 1.073
3 C -1.352 -0.909 -0.121  C2 1.599, S4 1.781, H10 1.094, H11 1.144
4 S -0.883 0.220 -1.416  C3 1.781
5 H 1.646 -2.097 1.294  C1 1.136
6 H 1.676 -1.169 0.067  C1 1.103
7 H 0.847 -2.708 -0.089  C1 1.084
8 H -0.981 -1.852 1.676  C2 1.073
9 H -0.225 -0.320 1.686  C2 1.073
10 H -2.156 -0.342 0.356  C3 1.094
11 H -1.733 -1.898 -0.551  C3 1.144
12 H 2.239 2.904 1.238  O14 0.980
13 H 1.544 3.979 2.113  O14 0.957
14 O 2.315 3.415 2.070  H12 0.980, H13 0.957
15 H -2.101 -0.349 -2.829  O17 1.034
16 H -3.601 -0.382 -2.661  O17 0.963
17 O -2.972 -0.294 -3.384  H15 1.034, H16 0.963
18 H 1.811 0.914 0.081  O20 0.960
19 H 1.448 2.063 -0.954  O20 0.960
20 O 1.950 1.830 -0.170  H18 0.960, H19 0.960

---

[9]
Density functional theory data (ωB97M-V with the def2-TZVPD basis set) for 4 unconnected molecules or ions with the total composition C3H13O5 at a distorted geometry.

Values from the calculation:
Total charge   -1
E_LUMO   3.7 eV
Relative energy (zero: lowest compared OMol25 entry of this formula, charge and spin)   254.92 kJ/mol

Each atom is followed by the atoms it is bonded to, with distances in Å.
Cartesian coordinates (Å):
1 C -1.826 -0.735 -0.247  C2 1.563, C4 1.547, H6 1.149, H7 0.961
2 C -1.373 0.622 -0.880  C1 1.563, O3 1.499, H8 1.115, H9 1.157
3 O -0.850 0.399 -2.267  C2 1.499, H10 1.068
4 C -0.947 -1.301 0.892  C1 1.547, O5 1.384, H11 1.018, H12 1.053
5 O -0.504 -0.189 1.586  C4 1.384, H19 0.979
6 H -1.871 -1.439 -1.155  C1 1.149
7 H -2.697 -0.761 0.157  C1 0.961
8 H -2.334 1.167 -1.026  C2 1.115
9 H -0.653 1.212 -0.193  C2 1.157
10 H 0.168 0.088 -2.175  O3 1.068
11 H -1.658 -1.764 1.454  C4 1.018
12 H -0.179 -1.973 0.629  C4 1.053
13 H 1.472 0.114 -0.693  O15 0.992
14 H 2.197 -0.001 -2.005  O15 0.928
15 O 1.495 0.468 -1.619  H13 0.992, H14 0.928
16 H 2.260 -0.861 1.396  O18 0.959
17 H 2.192 0.764 1.093  O18 1.094
18 O 2.797 -0.146 1.052  H16 0.959, H17 1.094
19 H 0.177 0.269 1.051  O5 0.979
20 H 0.902 2.274 1.780  O21 0.846
21 O 1.231 1.790 1.169  H20 0.846

---

[10]
Density functional theory data (ωB97M-V with the def2-TZVPD basis set) for 4 unconnected molecules or ions with the total composition C3H13O5 at a distorted geometry.

Values from the calculation:
Total charge   -1
E_LUMO   3.9 eV
Relative energy (zero: lowest compared OMol25 entry of this formula, charge and spin)   205.23 kJ/mol

Each atom is followed by the atoms it is bonded to, with distances in Å.
Cartesian coordinates (Å):
1 C 0.703 -1.162 1.366  C2 1.616, C4 1.530, H6 1.227, H7 1.073
2 C -0.310 -0.142 2.105  C1 1.616, O3 1.397, H8 1.152, H9 1.094
3 O -1.576 -0.727 2.193  C2 1.397, H10 0.982
4 C 0.348 -1.184 -0.122  C1 1.530, O5 1.465, H11 1.029, H12 0.968
5 O 1.458 -0.781 -0.990  C4 1.465, H19 1.127
6 H 0.237 -2.222 1.774  C1 1.227
7 H 1.702 -0.955 1.696  C1 1.073
8 H -0.150 0.180 3.199  C2 1.152
9 H -0.631 0.808 1.668  C2 1.094
10 H -1.626 -1.304 1.401  O3 0.982
11 H -0.007 -2.108 -0.402  C4 1.029
12 H -0.350 -0.530 -0.271  C4 0.968
13 H -2.220 1.978 -1.308  O15 0.988
14 H -1.133 1.863 -0.406  O15 0.959
15 O -1.949 1.386 -0.565  H13 0.988, H14 0.959
16 H 1.016 -0.477 -3.140  O18 0.943
17 H 0.483 0.962 -2.816  O18 0.997
18 O 0.397 0.176 -3.424  H16 0.943, H17 0.997
19 H 1.378 0.342 -1.023  O5 1.127
20 H 1.346 2.188 -0.146  O21 0.928
21 O 0.882 1.707 -0.789  H20 0.928

---

[11]
Density functional theory data (ωB97M-V with the def2-TZVPD basis set) for 3 unconnected molecules or ions with the total composition C3H14N2O2 at a distorted geometry.

Values from the calculation:
Spin multiplicity   2
Total charge   -1
E_LUMO (alpha / beta)   3.0 / 2.9 eV
Relative energy (zero: lowest compared OMol25 entry of this formula, charge and spin)   81.13 kJ/mol

Each atom is followed by the atoms it is bonded to, with distances in Å.
Cartesian coordinates (Å):
1 N -1.071 -3.047 -1.006  C2 1.452, H6 1.010, H7 1.010
2 C -0.927 -2.658 0.386  N1 1.452, C3 1.515, H8 1.105, H9 1.092
3 C -0.677 -1.170 0.511  C2 1.515, C4 1.519, H10 1.084, H11 1.106
4 C -0.610 -0.696 1.952  C3 1.519, N5 1.451, H12 1.105, H13 1.099
5 N -0.065 0.642 2.085  C4 1.451, H14 1.014, H15 1.013
6 H -1.071 -4.052 -1.107  N1 1.010
7 H -1.866 -2.647 -1.483  N1 1.010
8 H -0.010 -3.179 0.715  C2 1.105
9 H -1.740 -3.019 1.019  C2 1.092
10 H 0.218 -0.875 -0.026  C3 1.084
11 H -1.476 -0.618 -0.017  C3 1.106
12 H 0.066 -1.381 2.494  C4 1.105
13 H -1.551 -0.829 2.505  C4 1.099
14 H -0.781 1.346 1.947  N5 1.014
15 H 0.281 0.812 3.022  N5 1.013
16 H 4.859 2.927 1.435  O18 0.971
17 H 5.355 4.321 1.053  O18 0.965
18 O 5.651 3.407 1.144  H16 0.971, H17 0.965
19 H -1.114 4.259 -5.526  O21 0.959
20 H -1.837 2.928 -5.916  O21 0.963
21 O -1.636 3.528 -5.190  H19 0.959, H20 0.963